# 1
88
Properties=species:S:1:pos:R:3:forces:R:3 method="wB97M-V/def2-TZVPD" total_charge=+2 lumo_energy_ev="-7.4 / -6.7"
Tl 1.099 -0.298 -1.066 0.1768 0.0092 0.4455
S -6.833 -4.399 3.875 0.1624 -2.1643 0.0353
O 2.791 1.635 -2.410 0.3776 -0.0533 0.1791
O 0.278 -1.795 -3.128 0.0232 0.6054 -0.1468
O 0.758 -3.199 -0.925 0.8064 0.1876 0.7672
O -6.728 -4.970 2.518 -0.0560 0.9445 2.8461
O 0.120 1.131 -3.147 -0.2607 0.3439 0.5909
O 3.456 -1.061 -2.348 0.0117 -0.0852 -0.2884
O -8.310 -4.410 4.267 1.0568 0.0910 -0.2927
O -6.121 -4.928 5.067 -1.2957 0.5846 -2.4250
O 2.903 -2.080 0.303 0.7366 -0.2628 -0.0767
N -1.194 -0.955 0.578 0.1671 -0.9716 0.4296
N -5.232 -2.553 3.022 0.5014 0.7813 0.2458
N -6.842 -1.853 4.618 -0.4214 -0.6123 0.5632
N 2.683 3.743 2.050 0.0007 1.1078 1.3952
C -6.288 -0.664 4.634 -1.4874 1.0115 -0.0779
C -0.668 -2.783 -2.765 -1.0502 0.1585 -0.9006
C -5.249 -0.344 3.821 2.3613 1.9736 -0.3557
C -6.264 -2.719 3.816 0.0810 0.1413 -0.4305
C -1.558 -2.202 0.997 -1.5087 2.4028 0.6395
C 0.212 3.172 0.078 -6.3799 1.2837 2.9430
C 1.543 2.745 2.171 -0.3420 0.2030 -0.6708
C 0.227 3.213 1.499 4.0542 -1.4033 -0.2030
C -1.846 0.125 1.026 -0.2522 -0.7283 -0.0396
C -2.273 3.754 0.533 1.7585 0.1131 -1.0004
C 2.253 -3.198 0.904 1.5847 -0.1796 -0.5385
C 1.566 -4.066 -0.110 -2.0359 0.1201 1.2398
C 3.810 -2.395 -1.922 -2.1129 1.0418 -0.8466
C 3.954 1.151 -3.085 -0.0346 -0.3441 -0.8809
C -2.667 -2.392 1.821 -0.7873 0.8189 0.2600
C -3.402 -1.250 2.250 0.8888 1.3341 -0.5095
C -0.761 0.328 -3.931 0.7009 -1.4302 0.6177
C 4.529 -0.158 -2.511 -0.3398 0.7379 0.6326
C 4.091 -2.386 -0.452 -0.9017 -0.7982 0.3498
C 0.096 -3.822 -1.980 -1.0059 -1.1394 -0.2305
C 2.198 5.038 2.600 1.0877 0.2071 0.6945
C 1.979 2.624 -3.095 1.2584 0.0687 0.4374
C -1.185 3.445 -0.321 2.4343 -0.5621 -1.8786
C -0.777 3.556 2.384 -0.4633 0.1880 0.5887
C -2.053 3.844 1.880 1.1259 0.4374 0.7697
C -4.660 -1.319 3.051 -0.1823 -2.3741 -0.3996
C 0.944 1.961 -3.961 -1.0041 0.1071 -0.6749
C -2.939 0.048 1.873 -1.0394 -1.6310 -0.0568
C 3.369 3.932 0.753 -2.8292 -0.4821 -1.9386
C -0.022 -1.016 -4.277 -0.7492 0.1587 -0.6549
H 0.816 -4.385 -2.580 -0.0943 0.0432 -0.2721
H 1.476 3.089 -2.244 -0.0966 0.3952 -0.2745
H -4.815 0.679 3.885 -0.3935 -0.9023 -0.1066
H 4.797 -1.626 -0.178 0.4716 0.4633 -0.1292
H -3.202 4.085 0.097 -0.1254 -0.2518 -0.1369
H -1.660 0.133 -3.300 0.4889 0.2611 -0.7471
H 1.392 1.268 -4.670 0.3993 0.4567 -0.5373
H -1.537 1.080 0.628 0.1749 0.0803 -0.0421
H 4.564 -3.339 -0.192 -0.3357 -0.0845 0.3638
H 0.957 -0.765 -4.702 -0.1923 -0.0477 -0.0721
H -1.497 -2.375 -2.126 0.7005 -0.0901 -0.4228
H -2.778 4.314 2.500 -0.6751 -0.1847 0.5851
H 2.471 4.251 0.091 1.8801 -0.0542 0.5968
H -1.034 -3.041 0.634 0.7402 -0.6014 -0.5011
H 3.599 2.916 0.388 0.5908 0.6175 0.0607
H 1.409 2.484 3.234 0.1696 0.4300 -0.4186
H 3.030 5.762 2.717 -0.5420 -0.4825 -0.1756
H 0.250 2.694 -4.493 1.1832 -0.6222 0.4954
H -0.477 3.598 3.484 -0.8742 -0.0302 -1.6227
H -1.338 3.432 -1.404 -0.3763 0.0405 0.2936
H -6.773 0.152 5.179 0.1257 -0.5792 0.2667
H 3.018 -3.813 1.435 -0.6409 0.3358 -0.0548
H 5.020 0.050 -1.521 -0.2236 -0.1836 -0.7716
H -3.038 -3.391 2.062 0.2184 0.3437 0.0372
H 1.566 -2.758 1.584 -0.6625 0.1612 0.7031
H 5.287 -0.534 -3.236 -0.3657 0.1724 0.4791
H 4.653 -2.696 -2.481 1.1677 -0.6101 -0.6308
H 1.732 4.826 3.551 0.0610 0.1222 0.3508
H 4.779 1.876 -3.030 -0.2749 0.1425 -0.2610
H 3.669 0.953 -4.140 0.3694 0.2019 0.3743
H 2.280 -4.643 -0.664 0.2226 -0.3919 -0.6915
H 2.896 -2.964 -2.298 1.3044 0.2541 1.0468
H -0.661 -4.523 -1.583 0.2727 -0.1095 -0.1559
H -1.162 -3.136 -3.741 0.7235 -0.1550 1.5562
H 2.643 3.380 -3.627 -0.9765 -0.9192 0.4437
H -0.584 -1.648 -5.040 0.5255 0.8709 0.8957
H 0.888 -4.752 0.504 0.7947 0.4307 -0.9881
H 3.383 3.432 2.691 0.6321 -0.4947 0.6698
H -3.612 0.888 2.078 0.7277 -0.0603 0.0275
H 1.924 1.885 1.669 0.0868 -0.9120 -0.3598
H 1.443 5.369 1.945 -0.7067 0.7598 -0.7998
H -0.938 0.882 -4.841 -0.7570 -0.0892 -0.3878
H 4.181 4.684 0.780 -0.5351 -0.6672 0.1600

---

# 2
79
Properties=species:S:1:pos:R:3:forces:R:3 method="wB97M-V/def2-TZVPD" total_charge=+2 multiplicity=6 lumo_energy_ev="-6.0 / -7.4" s2=8.7763
Ru -2.595 -7.905 15.668 -2.7922 -1.0060 -2.5094
S -4.498 -9.112 14.447 1.4477 -0.5156 -0.9675
N -1.600 -9.409 14.462 0.2981 -0.0910 -0.7152
N -6.486 -8.770 16.207 -0.8430 -0.4376 -3.2529
N -2.467 -6.711 13.832 1.2560 -1.0194 -1.9378
N -7.208 -9.167 14.185 -1.5713 0.2098 -0.3853
C -3.241 -6.562 18.302 0.0780 0.3727 0.6939
C -1.460 -8.094 10.527 0.6796 1.4911 -2.2950
C -1.091 -9.772 12.104 -0.4347 1.5209 1.2850
C -2.470 -5.871 11.099 1.1604 -0.7633 0.6412
C 1.739 -8.722 18.610 0.2681 0.5277 1.0975
C -2.152 -7.006 17.329 0.2894 -1.1206 4.0912
C -1.136 -6.246 16.702 0.7826 0.1737 0.0650
C 0.066 -6.986 16.615 -0.0983 1.0099 -0.1581
C -1.589 -8.372 17.484 1.3629 1.3400 0.1404
C -4.145 -5.558 17.636 -0.6379 1.1897 -0.4405
C -1.898 -7.147 11.467 -0.7904 -0.3519 0.5109
C 1.788 -5.286 17.171 0.8299 0.2540 -0.5441
C -2.928 -5.092 12.116 -1.1216 0.8069 -0.8285
C 0.682 -9.377 17.765 0.7844 -1.5578 -1.1445
C -1.922 -7.567 12.833 -0.7907 0.8852 -0.2568
C -4.005 -7.767 18.903 -0.1772 0.3160 -2.3182
C -2.912 -5.544 13.423 0.1483 -1.1722 1.3170
C -0.953 -9.323 10.813 0.2374 -0.0943 -0.3661
C 2.419 -7.193 15.524 0.0415 -0.0324 -0.6796
C 1.284 -6.249 16.076 1.0997 -1.3066 -0.1757
C -1.542 -8.900 13.093 0.5905 -0.5986 0.0188
C -6.090 -9.087 14.890 -1.8407 0.9561 3.3832
C -0.162 -8.295 17.178 -2.2501 -0.3514 0.8397
C -2.687 -5.874 19.564 -0.7393 0.8127 -0.0599
C -8.347 -8.871 14.977 0.5730 0.7334 0.7180
C -0.132 -10.393 18.556 -1.0569 0.1736 1.3527
C 0.854 -5.480 14.850 -0.4179 0.5487 -0.7705
C -7.862 -8.587 16.231 -0.2837 0.1704 -0.6217
C 1.397 -10.232 16.643 -0.1107 0.4538 0.0103
C -7.272 -9.170 12.727 0.3396 -1.4483 -0.9603
H -2.152 -4.924 19.364 -0.4906 -0.4034 0.1241
H -3.570 -4.636 17.401 -0.1624 -0.5133 -0.0848
H 0.323 -6.169 14.173 0.1329 0.3882 0.0181
H -8.330 -8.055 17.060 -0.0532 -0.7812 -0.1705
H -3.361 -8.160 19.680 -0.4264 -0.6594 0.0956
H -4.531 -5.955 16.656 -0.2580 0.4004 0.9072
H -4.929 -5.168 18.354 0.4750 -0.7952 -1.0822
H -3.515 -4.177 12.004 0.6762 -0.1000 -0.5056
H -2.415 -5.556 10.063 -0.3378 -0.0267 0.0788
H -5.847 -8.894 16.949 0.3897 0.1796 0.9480
H -0.685 -9.629 14.828 0.3682 0.0115 -0.0933
H -2.116 -10.279 14.423 -0.2122 -0.2437 0.2982
H -1.420 -7.766 9.467 -0.0552 -0.1409 0.7778
H 1.889 -5.720 18.171 -0.0433 0.0291 -0.2926
H 1.700 -11.270 16.988 -0.3210 1.4258 -0.3521
H -0.924 -10.841 17.944 0.3383 -0.1963 -0.0924
H 2.258 -9.606 16.366 -0.1736 -0.9314 -0.3629
H 2.075 -7.837 14.688 -0.4273 0.0270 0.6454
H -3.621 -5.723 20.179 1.1665 0.3499 -0.3274
H -2.037 -9.210 18.013 0.0360 0.5973 -0.0684
H 2.094 -7.803 18.168 -0.0185 0.2597 -0.0466
H -8.058 -9.844 12.277 0.7121 0.6102 1.0485
H -7.454 -8.169 12.356 0.1435 0.2239 0.0074
H -0.698 -9.937 19.433 0.9569 -0.4798 -0.8110
H -3.352 -4.948 14.196 -0.1505 0.4421 0.3142
H 1.119 -4.432 17.205 -0.2168 0.1006 0.2823
H -0.848 -10.767 12.355 0.4087 -0.9795 0.4020
H 3.215 -6.659 14.970 -0.3575 0.3771 0.7892
H 0.228 -4.605 15.055 -0.1082 -0.2480 0.0726
H 0.708 -10.314 15.771 0.6883 -0.2831 0.4632
H -2.042 -6.507 20.139 0.4796 -0.4536 0.2300
H 1.716 -5.077 14.323 0.1318 -0.0924 -0.0241
H -1.314 -5.226 16.389 0.3423 -0.0516 0.0233
H -4.187 -8.478 18.037 0.0694 0.1969 1.2799
H -9.369 -8.741 14.542 1.3293 -0.3048 0.4852
H -4.971 -7.394 19.259 0.2456 -0.3387 0.2534
H 2.916 -7.829 16.251 -0.0686 0.1930 0.1208
H -6.293 -9.562 12.389 -0.5837 0.4489 -0.0828
H 1.360 -8.493 19.618 0.1081 0.0181 -0.2820
H -0.394 -9.915 10.093 -0.6108 0.0570 -0.1144
H 0.511 -11.209 18.928 -0.2454 0.4806 -0.0938
H 2.624 -9.324 18.716 0.2502 -0.5850 0.1725
H 2.770 -4.878 16.853 -0.4382 -0.2882 0.2720

---

# 3
84
Properties=species:S:1:pos:R:3:forces:R:3 method="wB97M-V/def2-TZVPD" total_charge=+1 multiplicity=6 lumo_energy_ev="-2.2 / -2.1" relative_energy_kj_mol=0.0 s2=8.7575
Sm -0.434 -0.607 0.633 -1.0055 0.2962 1.0318
S -0.632 4.084 -2.310 0.1745 0.0187 -0.0461
S 0.720 3.707 -5.403 0.0413 -0.0650 0.0167
S 2.046 2.028 -2.780 -0.0784 0.1073 0.0024
O -1.224 -2.203 -0.517 -0.2658 -0.8141 -0.9761
O 1.282 0.148 -0.305 1.4685 0.0935 -0.1170
N 1.930 -4.528 0.706 -0.2125 0.3706 -0.0050
N -2.366 0.269 2.083 -0.2947 0.0756 0.0342
N 0.583 -2.648 1.590 0.2487 -0.3738 0.2021
N 0.926 0.118 2.591 0.0352 0.0634 0.3906
N -1.879 0.469 -0.982 -0.0377 0.5590 -0.1902
C -2.308 2.325 0.576 -0.1352 -0.2265 -0.0713
C 2.533 -0.205 -0.012 -0.3439 0.3030 -0.2234
C 1.060 4.530 -1.839 0.0973 -0.1616 -0.0881
C 3.411 -0.586 -1.035 0.0088 -0.0329 -0.2226
C 2.199 0.046 2.496 0.2957 0.0992 -0.2212
C 2.468 3.910 -4.927 -0.0367 -0.2244 0.1717
C -1.451 0.210 -2.163 -0.1232 -0.2637 -0.1748
C 4.732 -0.878 -0.771 0.0824 -0.0568 0.0202
C 3.089 2.831 -4.007 -0.2638 0.0801 -0.1907
C 0.012 5.281 -4.843 -0.1271 -0.1393 0.1296
C 0.454 -2.176 -4.315 0.0751 -0.1054 -0.0319
C 1.927 3.304 -1.510 -0.2468 0.0443 -0.1489
C -0.764 -1.013 -2.557 0.1298 -0.0833 0.0632
C 4.376 -0.471 1.548 0.0121 -0.0519 0.1830
C -2.937 1.614 1.768 0.1549 -0.0971 -0.0214
C -2.128 0.137 3.540 0.1152 0.0720 -0.1348
C 1.695 -5.905 1.153 -0.0159 0.2292 -0.0817
C 1.194 -3.534 1.158 0.6236 -0.5731 -0.0958
C -0.187 -1.060 -3.838 -0.0708 0.4543 -0.0063
C -0.067 -3.311 -2.251 0.0595 -0.2292 0.0453
C -0.974 5.235 -3.660 0.0853 -0.0919 -0.0179
C -2.630 1.714 -0.781 0.0205 -0.2134 0.0557
C 2.966 -4.285 -0.316 -0.2435 -0.0478 0.2661
C 0.501 -3.315 -3.506 0.0490 0.0013 -0.0266
C -3.315 -0.791 1.669 0.1387 0.1346 0.0834
C -0.934 0.935 4.061 0.0335 -0.0299 -0.1077
C -0.695 -2.170 -1.730 -0.4888 0.0233 -0.1579
C 0.405 0.215 3.964 -0.1252 0.0684 -0.2234
C 5.237 -0.811 0.532 0.0085 -0.0122 -0.1203
C 3.019 -0.194 1.310 -0.1127 0.0610 0.4490
H 3.945 3.263 -3.486 0.0931 -0.0242 -0.1088
H 3.455 1.993 -4.604 0.0277 0.0937 -0.0519
H 3.036 3.944 -5.852 0.1566 0.0346 -0.0287
H -1.071 6.240 -3.248 -0.0729 0.0623 -0.0747
H 2.606 -6.307 1.591 0.0843 -0.0037 0.0429
H 0.839 5.953 -4.625 0.0075 0.0505 -0.0061
H -0.247 -0.167 -4.455 0.0067 -0.0675 0.0601
H -3.038 0.434 4.069 -0.0815 -0.0071 0.0510
H 3.014 -0.615 -2.041 0.0503 0.0035 0.0276
H -4.011 1.508 1.600 -0.0914 0.0091 0.0399
H 1.011 5.180 -0.968 0.1215 0.0880 0.0597
H -0.070 -4.202 -1.632 0.0196 0.0306 -0.0387
H -1.623 0.935 -2.961 0.0290 0.0197 -0.0677
H -4.233 -0.748 2.255 -0.1193 0.0135 0.0852
H 2.551 4.888 -4.462 0.0725 0.0533 -0.0012
H -2.401 2.430 -1.566 -0.0060 -0.0290 -0.0967
H -1.966 -0.921 3.758 -0.0330 -0.0536 -0.0002
H -0.514 5.700 -5.699 -0.0268 0.1081 0.0243
H -1.111 1.141 5.117 -0.0053 0.0524 0.0227
H 4.737 -0.427 2.572 -0.0164 -0.0110 -0.0830
H 0.980 -4.215 -3.875 -0.0333 0.0333 0.0255
H 0.901 -2.178 -5.303 -0.0700 -0.0024 0.0956
H -2.818 2.248 2.642 0.0197 0.0287 0.1172
H 1.128 0.718 4.602 0.1477 0.0874 0.0804
H -1.222 2.354 0.697 0.1803 0.1452 0.0436
H -3.699 1.493 -0.838 -0.0639 -0.0560 0.0321
H 2.995 -3.231 -0.570 -0.0324 0.1010 0.0194
H 1.514 2.767 -0.654 0.0415 0.0529 0.0812
H 6.280 -1.022 0.735 -0.0823 0.0190 -0.0123
H -3.558 -0.681 0.618 -0.0219 0.0109 -0.1452
H 2.779 0.125 3.418 0.1299 0.0146 0.0614
H -2.652 3.360 0.582 0.0174 0.0243 -0.0007
H 5.389 -1.160 -1.589 -0.0671 0.0370 0.0714
H 2.937 3.631 -1.253 -0.0297 0.0301 0.0927
H 0.283 -0.798 4.354 0.0135 -0.1131 0.0049
H 1.405 -6.525 0.307 -0.0371 -0.0365 -0.0790
H 2.739 -4.859 -1.213 -0.0416 -0.0333 -0.0109
H -2.871 -1.778 1.809 0.0483 -0.0496 0.0231
H -1.962 4.920 -3.998 0.0052 0.0488 -0.0549
H -0.864 1.904 3.556 -0.0299 0.0092 0.0542
H 3.940 -4.584 0.071 0.0082 -0.0281 0.0479
H 0.905 -5.924 1.895 -0.0460 0.0305 0.0402
H 1.496 5.097 -2.661 -0.0026 -0.0388 0.1126

---

| no. | total energy (Eh) |
| --- | --- |
| 1 | -2634.9734 |
| 2 | -1880.3930 |
| 3 | -3445.6388 |